Entry 1:
Computed, not measured: C20H44BrIN4O12S4Si2 as an isolated structure, with the ωB97M-V functional and the def2-TZVPD basis.

Element x y z (Å)
C  -3.994  0.740  1.533
C  -2.959  1.914  1.317
Si  -2.785  2.563  -0.467
C  -3.125  4.458  -0.374
C  -2.470  5.154  0.874
C  -2.236  6.683  0.507
I  -4.001  7.880  0.982
C  -4.182  1.913  -1.647
O  -4.006  2.315  -3.012
O  -2.846  1.759  -3.562
O  -1.205  2.438  -1.137
Si  -0.482  0.891  -1.117
Br  -1.927  -0.859  -1.029
C  0.630  0.784  0.424
C  0.211  -0.306  1.481
C  0.878  -1.708  1.212
S  0.315  -2.981  2.427
C  1.790  -3.780  3.155
S  1.567  -5.108  4.113
N  3.046  -3.161  2.822
C  3.663  -2.462  3.963
C  5.136  -2.903  4.257
O  5.112  -4.337  4.333
C  5.062  -4.760  2.971
C  3.960  -4.059  2.096
C  0.446  0.741  -2.789
C  1.348  -0.543  -2.966
N  2.018  -0.401  -4.313
N  2.433  -0.684  -2.000
N  0.591  -1.805  -3.037
H  -3.411  -0.207  1.618
H  -4.531  0.903  2.489
H  -4.737  0.616  0.721
H  -1.935  1.654  1.692
H  -3.291  2.754  1.978
H  -2.767  4.907  -1.336
H  -4.231  4.634  -0.374
H  -3.237  5.176  1.684
H  -1.535  4.668  1.223
H  -1.329  7.085  1.015
H  -2.088  6.801  -0.589
H  -5.099  2.451  -1.294
H  -4.403  0.827  -1.517
H  -2.888  0.786  -3.535
H  1.710  0.647  0.215
H  0.543  1.774  0.944
H  -0.886  -0.382  1.646
H  0.631  0.030  2.466
H  0.569  -2.035  0.193
H  1.983  -1.584  1.200
H  3.611  -1.349  3.907
H  3.074  -2.748  4.872
H  5.783  -2.560  3.405
H  5.562  -2.439  5.168
H  6.053  -4.489  2.512
H  5.030  -5.871  2.957
H  3.342  -4.845  1.598
H  4.426  -3.467  1.274
H  -0.251  0.895  -3.649
H  1.149  1.617  -2.820
H  2.265  0.584  -4.376
H  1.255  -0.545  -4.960
H  2.804  0.204  -1.689
H  2.200  -1.305  -1.237
H  1.071  -2.418  -3.696
H  -0.301  -1.586  -3.480
C  0.678  1.883  -9.347
C  1.064  0.426  -9.525
O  1.186  -0.085  -8.194
S  0.131  0.675  -7.236
O  -1.033  -0.143  -7.102
O  0.837  1.185  -6.103
O  -0.218  1.897  -8.233
H  1.547  2.495  -9.095
H  0.191  2.292  -10.230
H  2.000  0.306  -10.067
H  0.275  -0.134  -10.033
C  -0.505  -2.786  6.889
C  -1.068  -2.156  5.629
O  -2.371  -1.695  6.000
S  -2.354  -1.247  7.553
O  -2.179  0.169  7.615
O  -3.417  -1.918  8.228
O  -0.954  -1.946  7.958
H  -0.912  -3.788  7.047
H  0.582  -2.836  6.876
H  -1.131  -2.862  4.806
H  -0.476  -1.290  5.321

As for the orbital gap: 0.309 Ha. The total charge is 0. For the largest force on an atom, the calculation gives 2.7 eV Å⁻¹.



Entry 2:
Computed, not measured: a 2-piece molecular cluster, C5H7NO overall, with the ωB97M-V functional and the def2-TZVPD basis.

Element x y z (Å)
O  -3.177  0.621  -0.464
C  -2.877  -0.128  -1.263
C  0.766  -0.208  -1.253
C  1.222  0.579  -0.097
C  0.140  0.685  0.967
C  0.097  -0.859  0.906
N  1.233  -0.920  -0.064
H  -0.294  -0.245  -1.507
H  1.439  -0.304  -2.101
H  2.146  1.152  -0.116
H  -0.764  1.243  0.700
H  0.517  1.051  1.925
H  -0.823  -1.318  0.524
H  0.374  -1.347  1.843

As for the orbital gap: 0.377 Ha. The total charge is 0. For the largest force on an atom, the calculation gives 1.4 eV Å⁻¹. The calculation puts the energy relative to the best compared isomer or geometry (same formula, charge and spin) at 256.0 kJ/mol.



Entry 3:
Computed, not measured: a 2-piece molecular cluster, C23H28N2O4 overall, with the ωB97M-V functional and the def2-TZVPD basis.

Element x y z (Å)
C  1.433  2.486  4.969
C  1.895  2.177  3.554
O  2.797  1.386  3.383
O  1.274  2.835  2.538
C  0.849  1.967  1.475
C  -0.589  2.288  1.061
C  -1.056  1.288  -0.034
C  -2.021  0.178  0.540
C  -1.197  -1.082  0.674
C  -0.527  -1.418  1.765
C  0.307  -2.672  1.775
O  0.459  -3.354  2.768
C  0.968  -2.983  0.449
C  2.221  -3.548  0.323
C  3.024  -3.902  1.550
C  2.701  -3.731  -0.962
C  2.010  -3.387  -2.082
C  2.581  -3.564  -3.480
C  2.288  -2.318  -4.360
N  2.701  -1.073  -3.698
C  0.740  -2.833  -1.956
C  0.259  -2.644  -0.696
C  -1.101  -2.002  -0.522
O  -2.041  -2.225  -1.257
H  1.317  1.530  5.482
H  2.185  3.055  5.521
H  0.498  3.051  4.991
H  0.885  0.936  1.843
H  1.510  2.001  0.602
H  -0.570  3.310  0.667
H  -1.276  2.220  1.909
H  -0.141  0.786  -0.384
H  -1.471  1.802  -0.903
H  -2.818  0.017  -0.189
H  -2.410  0.481  1.514
H  -0.547  -0.823  2.676
H  2.844  -3.154  2.327
H  4.095  -3.845  1.335
H  2.743  -4.861  1.989
H  3.696  -4.165  -1.042
H  2.146  -4.415  -4.011
H  3.672  -3.612  -3.410
H  1.213  -2.292  -4.580
H  2.840  -2.436  -5.296
H  3.012  -0.410  -4.399
H  1.903  -0.624  -3.261
H  0.157  -2.539  -2.818
C  -5.171  3.245  -1.142
C  -5.064  4.455  -1.880
C  -4.252  5.296  -1.167
N  -3.867  4.644  -0.028
C  -4.419  3.392  -0.008
H  -5.734  2.368  -1.415
H  -5.531  4.680  -2.824
H  -3.917  6.299  -1.371
H  -3.272  5.025  0.684
H  -4.229  2.719  0.812

As for the orbital gap: 0.293 Ha. The total charge is 0. For the largest force on an atom, the calculation gives 1.8 eV Å⁻¹. The calculation puts the energy relative to the best compared isomer or geometry (same formula, charge and spin) at 353.9 kJ/mol.



Entry 4:
Computed, not measured: a 3-piece molecular cluster, C5H16N2O3 overall, with the ωB97M-V functional and the def2-TZVPD basis.

Element x y z (Å)
N  2.265  2.727  0.455
C  1.652  1.380  0.216
C  0.890  0.633  1.019
C  0.823  -0.831  0.846
C  -0.724  -1.153  0.897
N  -1.337  -0.380  -0.245
C  -1.003  -2.600  0.670
O  0.069  -3.338  0.933
H  2.030  3.389  -0.293
H  2.176  3.126  1.453
H  1.950  1.098  -0.735
H  0.306  1.294  1.748
H  1.433  -1.222  -0.101
H  1.333  -1.377  1.640
H  -1.027  -0.581  1.910
H  -0.697  0.220  -0.629
H  -2.181  0.412  0.027
H  -1.348  -2.754  -0.406
H  -1.959  -2.868  1.268
H  0.567  -3.286  1.734
O  -1.480  -1.127  -3.135
H  -0.727  -1.354  -2.594
H  -1.803  -0.374  -3.040
O  -0.474  2.693  -1.326
H  -1.015  3.527  -1.499
H  0.282  2.747  -0.812

As for the orbital gap: 0.339 Ha. The total charge is 0. For the largest force on an atom, the calculation gives 12.3 eV Å⁻¹. The calculation puts the energy relative to the best compared isomer or geometry (same formula, charge and spin) at 547.5 kJ/mol.



Entry 5:
Computed, not measured: C26H37FN4O7Pd as an isolated structure, with the ωB97M-V functional and the def2-TZVPD basis.

Element x y z (Å)
Pd  0.113  0.352  0.338
C  -3.062  1.828  0.314
O  -2.292  0.654  0.523
C  -2.649  -0.109  1.669
C  -1.685  0.144  2.834
O  -0.482  -0.546  2.517
C  0.532  -0.435  3.498
H  -4.105  1.566  0.109
H  -2.642  2.318  -0.564
H  -3.028  2.504  1.175
H  -2.549  -1.162  1.383
H  -3.682  0.102  1.960
H  -2.106  -0.247  3.771
H  -1.486  1.226  2.944
H  0.252  -0.985  4.405
H  0.723  0.615  3.749
H  1.430  -0.882  3.067
F  7.007  1.272  -0.592
C  6.390  0.065  -0.625
C  5.032  0.047  -0.465
C  4.321  -1.156  -0.473
C  2.875  -1.134  -0.237
O  2.349  -0.051  0.108
C  2.236  -2.406  -0.381
C  2.999  -3.522  -0.582
N  4.341  -3.540  -0.711
C  5.055  -4.784  -0.810
C  5.665  -5.197  -2.122
C  4.487  -5.937  -1.574
C  5.030  -2.353  -0.686
C  6.419  -2.305  -0.860
C  7.135  -1.115  -0.804
N  8.520  -1.142  -0.969
C  9.306  0.071  -1.118
C  10.715  -0.329  -1.589
N  10.596  -1.596  -2.354
C  10.268  -2.728  -1.437
C  9.307  -2.193  -0.361
C  0.702  -2.661  -0.347
O  0.358  -3.827  -0.404
O  -0.087  -1.674  -0.306
H  4.492  0.969  -0.320
H  2.476  -4.469  -0.621
H  5.615  -5.009  0.093
H  6.632  -5.676  -2.114
H  5.501  -4.559  -2.975
H  4.637  -6.922  -1.163
H  3.543  -5.816  -2.076
H  6.945  -3.223  -1.058
H  9.384  0.646  -0.184
H  8.831  0.711  -1.864
H  11.396  -0.497  -0.753
H  11.141  0.454  -2.216
H  11.449  -1.797  -2.888
H  9.816  -1.476  -3.014
H  11.182  -3.107  -0.982
H  9.809  -3.528  -2.020
H  9.867  -1.794  0.497
H  8.672  -2.994  0.012
O  0.556  2.445  1.553
C  0.620  2.983  0.413
O  0.379  2.432  -0.657
C  1.049  4.479  0.467
N  1.429  4.705  1.892
C  0.584  5.796  2.442
C  0.153  6.571  1.204
C  -0.105  5.454  0.197
H  1.886  4.652  -0.209
H  2.423  4.897  2.011
H  1.175  3.726  2.280
H  1.134  6.401  3.158
H  -0.282  5.358  2.939
H  0.955  7.221  0.856
H  -0.727  7.181  1.384
H  -0.113  5.804  -0.832
H  -1.060  4.974  0.409

As for the orbital gap (alpha / beta): 0.257 / 0.256 Ha. The total charge is +2. For the largest force on an atom, the calculation gives 3.4 eV Å⁻¹. The calculation puts the energy relative to the best compared isomer or geometry (same formula, charge and spin) at 211.1 kJ/mol.



Entry 6:
Computed, not measured: C9H20O3S in the gas phase, with the ωB97M-V functional and the def2-TZVPD basis.

Element x y z (Å)
C  -3.448  -0.585  -0.547
C  -2.216  0.302  -0.680
C  -2.235  1.447  0.332
C  -0.991  2.312  0.235
H  -0.877  2.744  -0.757
H  -0.994  3.107  0.980
S  0.481  1.254  0.641
O  1.399  2.105  1.424
C  1.233  1.243  -1.044
C  2.599  0.564  -0.924
C  2.447  -0.757  -0.141
O  1.233  -1.373  -0.509
C  0.943  -2.566  0.193
C  0.420  -2.332  1.608
H  1.173  -1.859  2.232
H  -0.458  -1.692  1.581
H  0.151  -3.285  2.055
H  1.833  -3.209  0.220
H  0.174  -3.061  -0.407
H  2.460  -0.516  0.932
H  3.297  -1.421  -0.350
O  3.533  1.403  -0.307
H  3.110  1.778  0.487
H  2.994  0.354  -1.925
H  0.575  0.685  -1.702
H  1.360  2.271  -1.378
H  -3.125  2.061  0.169
H  -2.301  1.033  1.342
H  -2.178  0.716  -1.691
H  -1.320  -0.303  -0.530
H  -4.356  -0.008  -0.711
H  -3.497  -1.023  0.447
H  -3.418  -1.391  -1.276

As for the orbital gap: 0.360 Ha. The total charge is 0. For the largest force on an atom, the calculation gives 1.7 eV Å⁻¹. The calculation puts the energy relative to the best compared isomer or geometry (same formula, charge and spin) at 6.7 kJ/mol.